DFT (ωB97M-V/def2-TZVPD) results for an isolated molecule of C4H6O2.

Each line ends with the Mulliken charge.
Atoms and positions in Å:
C (-1.51, -0.37, -0.36)  -0.975
C (-0.54, -0.56, 0.78)  0.438
O (-0.65, -1.46, 1.59)  -0.547
C (0.61, 0.39, 0.92)  0.056
C (1.62, 0.42, -0.15)  -0.373
O (0.71, 1.49, 0.02)  -0.417
H (-1.04, 0.11, -1.23)  0.333
H (-1.96, -1.32, -0.62)  0.320
H (-2.31, 0.31, -0.02)  0.274
H (0.92, 0.59, 1.94)  0.398
H (1.48, -0.17, -1.05)  0.223
H (2.66, 0.62, 0.12)  0.271

Output
HOMO-LUMO gap: 10.81 eV
LUMO energy: 0.9 eV
highest occupied orbital energy: -9.9 eV
SMILES: CC(=O)[C@H]1CO1
calculated total energy: -8338.7906 eV
relative energy (zero: lowest compared OMol25 entry of this formula, charge and spin): 1.671 eV

***

DFT (ωB97M-V/def2-TZVPD) results for an isolated molecule of C4H6O2.

Each line ends with the Mulliken charge.
Atoms and positions in Å:
O (0.68, 0.73, -1.63)  -0.493
C (1.25, 0.43, -0.38)  -0.427
C (0.20, 0.07, 0.67)  -0.215
O (-0.51, 1.27, 0.95)  -0.513
C (-0.72, -0.97, 0.19)  -0.449
C (-1.53, -1.76, -0.22)  0.142
H (-0.20, 1.08, -1.47)  0.339
H (1.82, 1.29, 0.02)  0.276
H (1.93, -0.41, -0.53)  0.328
H (0.72, -0.29, 1.57)  0.248
H (-1.34, 1.04, 1.38)  0.344
H (-2.25, -2.46, -0.59)  0.420

Output
HOMO-LUMO gap: 11.07 eV
LUMO energy: 0.8 eV
highest occupied orbital energy: -10.3 eV
SMILES: C#C[C@H](O)CO
calculated total energy: -8337.8020 eV
relative energy (zero: lowest compared OMol25 entry of this formula, charge and spin): 2.659 eV

***

DFT (ωB97M-V/def2-TZVPD) results for an isolated molecule of C4H6O2.

Each line ends with the Mulliken charge.
Atoms and positions in Å:
C (-0.24, -0.89, 1.24)  -1.037
C (0.07, -0.45, -0.14)  0.388
O (-0.14, -1.22, -1.34)  -0.504
C (0.54, 0.03, -1.41)  -0.109
C (-0.41, 0.88, -0.64)  -0.153
O (0.30, 1.87, 0.04)  -0.501
H (-0.31, 0.00, 1.88)  0.301
H (-1.26, -1.28, 1.12)  0.279
H (0.39, -1.64, 1.71)  0.316
H (1.09, 1.36, 0.32)  0.354
H (1.44, 0.25, -1.96)  0.300
H (-1.45, 1.10, -0.81)  0.368

Output
HOMO-LUMO gap: 9.87 eV
LUMO energy: 0.9 eV
highest occupied orbital energy: -8.9 eV
SMILES: C[C@]12O[C@H]1[C@@H]2O
calculated total energy: -8336.0076 eV
relative energy (zero: lowest compared OMol25 entry of this formula, charge and spin): 4.454 eV

***

DFT (ωB97M-V/def2-TZVPD) results for an isolated molecule of C4H6O2.

Each line ends with the Mulliken charge.
Atoms and positions in Å:
O (-0.45, -1.91, 1.60)  -0.462
C (0.09, -0.84, 1.44)  -0.207
C (-0.25, 0.13, 0.35)  0.290
C (0.84, 0.91, -0.43)  -0.451
O (0.30, 0.49, -1.68)  -0.379
C (-0.71, -0.32, -1.05)  -0.382
H (0.83, -0.49, 2.19)  0.320
H (-0.98, 0.82, 0.79)  0.283
H (0.78, 2.00, -0.30)  0.245
H (1.88, 0.59, -0.31)  0.275
H (-0.61, -1.38, -1.30)  0.254
H (-1.72, 0.02, -1.31)  0.216

Output
HOMO-LUMO gap: 10.74 eV
LUMO energy: 0.8 eV
highest occupied orbital energy: -10.0 eV
SMILES: O=CC1COC1
calculated total energy: -8338.4071 eV
relative energy (zero: lowest compared OMol25 entry of this formula, charge and spin): 2.054 eV

***

DFT (ωB97M-V/def2-TZVPD) results for an isolated molecule of C4H6O2.

Each line ends with the Mulliken charge.
Atoms and positions in Å:
C (-1.49, -0.38, -0.52)  -0.997
C (-0.52, -0.59, 0.61)  0.443
O (-0.58, -1.53, 1.37)  -0.546
C (0.60, 0.40, 0.77)  0.073
C (1.60, 0.45, -0.30)  -0.390
O (0.67, 1.50, -0.11)  -0.416
H (-1.02, 0.07, -1.40)  0.338
H (-1.97, -1.33, -0.78)  0.318
H (-2.27, 0.32, -0.19)  0.280
H (0.90, 0.59, 1.80)  0.401
H (1.44, -0.15, -1.20)  0.223
H (2.63, 0.65, -0.05)  0.272

Output
HOMO-LUMO gap: 10.82 eV
LUMO energy: 0.9 eV
highest occupied orbital energy: -9.9 eV
SMILES: CC(=O)[C@H]1CO1
calculated total energy: -8338.7867 eV
relative energy (zero: lowest compared OMol25 entry of this formula, charge and spin): 1.674 eV

***

DFT (ωB97M-V/def2-TZVPD) results for an isolated molecule of C4H6O2.

Each line ends with the Mulliken charge.
Atoms and positions in Å:
O (-1.16, -1.39, 1.11)  -0.468
C (-0.60, -1.61, 0.07)  0.046
C (0.01, -0.56, -0.84)  -0.782
C (-0.10, 0.86, -0.33)  0.220
C (0.48, 1.25, 0.96)  -0.383
O (1.12, 1.59, -0.26)  -0.450
H (-0.47, -2.65, -0.31)  0.349
H (-0.45, -0.67, -1.83)  0.343
H (1.07, -0.82, -0.97)  0.304
H (-0.94, 1.44, -0.70)  0.359
H (0.05, 2.08, 1.52)  0.261
H (0.98, 0.49, 1.57)  0.202

Output
HOMO-LUMO gap: 11.04 eV
LUMO energy: 1.0 eV
highest occupied orbital energy: -10.1 eV
SMILES: O=CC[C@H]1CO1
calculated total energy: -8338.4726 eV
relative energy (zero: lowest compared OMol25 entry of this formula, charge and spin): 1.989 eV

***

DFT (ωB97M-V/def2-TZVPD) results for a cluster of 3 separate species, C4H6O2 in total at a distorted geometry.

Each line ends with the Mulliken charge.
Atoms and positions in Å:
O (0.60, 2.90, 0.40)  -0.150
C (0.94, 1.83, 0.22)  0.139
C (-1.65, 0.43, 0.00)  -0.632
C (-1.48, -0.88, -0.14)  -0.433
O (1.31, -1.81, -0.26)  -0.397
C (1.99, -0.84, -0.05)  -0.096
H (-1.72, 1.10, -0.86)  0.296
H (-1.80, 0.88, 0.99)  0.293
H (-1.47, -1.56, 0.71)  0.237
H (-1.38, -1.33, -1.12)  0.228
H (2.39, -0.21, -0.87)  0.255
H (2.27, -0.51, 0.97)  0.259

Output
HOMO-LUMO gap: 10.81 eV
LUMO energy: 0.8 eV
highest occupied orbital energy: -10.0 eV
calculated total energy: -8337.9529 eV
relative energy (zero: lowest compared OMol25 entry of this formula, charge and spin): 2.508 eV

***

DFT (ωB97M-V/def2-TZVPD) results for an isolated molecule of C4H6O2.

Each line ends with the Mulliken charge.
Atoms and positions in Å:
O (2.08, -0.11, -0.41)  -0.445
C (1.37, -0.50, 0.49)  0.007
C (0.17, 0.29, 0.98)  -0.471
C (-0.98, -0.05, 0.02)  -0.549
C (-0.55, 0.26, -1.41)  0.030
O (-0.54, 1.38, -1.85)  -0.463
H (1.49, -1.52, 0.91)  0.334
H (0.39, 1.36, 0.93)  0.296
H (-0.08, 0.01, 2.01)  0.297
H (-1.26, -1.10, 0.12)  0.302
H (-1.86, 0.57, 0.25)  0.311
H (-0.23, -0.61, -2.03)  0.350

Output
HOMO-LUMO gap: 10.62 eV
LUMO energy: 0.7 eV
highest occupied orbital energy: -9.9 eV
SMILES: O=CCCC=O
calculated total energy: -8339.2319 eV
relative energy (zero: lowest compared OMol25 entry of this formula, charge and spin): 1.229 eV

***

DFT (ωB97M-V/def2-TZVPD) results for an isolated molecule of C4H6O2.

Each line ends with the Mulliken charge.
Atoms and positions in Å:
O (1.62, -0.76, -0.65)  -0.564
C (0.25, -0.58, -0.44)  0.088
C (-0.08, -0.17, 1.02)  -0.511
C (-1.49, 0.15, 1.24)  -0.401
O (0.50, 1.37, -1.77)  -0.526
C (-0.26, 0.57, -1.27)  -0.024
H (1.91, 0.02, -1.15)  0.371
H (-0.31, -1.49, -0.69)  0.280
H (-0.06, -1.08, 1.66)  0.331
H (0.71, 0.49, 1.41)  0.329
H (-1.54, 0.78, 2.14)  0.172
H (-1.36, 0.68, -1.33)  0.456

Output
HOMO-LUMO gap: 8.54 eV
LUMO energy: -0.7 eV
highest occupied orbital energy: -9.2 eV
calculated total energy: -8335.6614 eV
relative energy (zero: lowest compared OMol25 entry of this formula, charge and spin): 4.800 eV

***

DFT (ωB97M-V/def2-TZVPD) results for an isolated molecule of C4H6O2 at a distorted geometry.

Each line ends with the Mulliken charge.
Atoms and positions in Å:
O (-1.04, -0.84, 1.67)  -0.506
C (-0.54, -0.08, 0.62)  0.336
C (0.96, -0.21, 0.40)  -0.515
C (0.75, 0.35, -1.02)  -0.452
C (-0.77, 0.13, -0.88)  0.221
O (-1.71, 0.30, -1.61)  -0.568
H (-2.00, -0.88, 1.66)  0.324
H (-0.76, 1.03, 0.66)  0.116
H (1.54, 0.38, 1.12)  0.254
H (1.35, -1.24, 0.39)  0.259
H (1.10, -0.30, -1.83)  0.288
H (1.11, 1.37, -1.18)  0.244

Output
HOMO-LUMO gap: 9.89 eV
LUMO energy: 0.6 eV
highest occupied orbital energy: -9.3 eV
SMILES: O=C1CC[C@@H]1O
calculated total energy: -8338.5454 eV
relative energy (zero: lowest compared OMol25 entry of this formula, charge and spin): 1.916 eV

***

DFT (ωB97M-V/def2-TZVPD) results for an isolated molecule of C4H6O2.

Each line ends with the Mulliken charge.
Atoms and positions in Å:
C (1.37, 0.78, -0.89)  -1.102
C (0.87, -0.08, 0.27)  -0.283
C (-0.64, -0.12, 0.32)  0.516
O (-1.36, 0.85, 0.19)  -0.515
C (-1.29, -1.49, 0.57)  -0.039
O (-1.10, -2.08, 1.60)  -0.427
H (1.00, 0.41, -1.85)  0.326
H (1.04, 1.81, -0.78)  0.288
H (2.47, 0.76, -0.92)  0.335
H (1.23, 0.31, 1.23)  0.265
H (1.25, -1.11, 0.20)  0.321
H (-1.92, -1.88, -0.26)  0.314

Output
HOMO-LUMO gap: 9.78 eV
LUMO energy: 0.1 eV
highest occupied orbital energy: -9.7 eV
SMILES: CCC(=O)C=O
calculated total energy: -8339.3163 eV
relative energy (zero: lowest compared OMol25 entry of this formula, charge and spin): 1.145 eV

***

DFT (ωB97M-V/def2-TZVPD) results for a cluster of 2 separate species, C4H6O2 in total.

Each line ends with the Mulliken charge.
Atoms and positions in Å:
O (-0.87, -1.71, -0.33)  -0.305
C (-0.30, -0.87, -1.16)  -0.232
C (1.43, 0.52, 0.63)  -0.633
C (0.44, 0.59, 1.51)  -0.405
C (-1.17, 0.29, -1.42)  0.259
O (-2.13, 0.17, -2.15)  -0.474
H (-0.30, -2.49, -0.27)  0.429
H (1.75, 1.39, 0.06)  0.275
H (1.94, -0.41, 0.41)  0.285
H (-0.08, 1.53, 1.73)  0.269
H (0.11, -0.28, 2.08)  0.227
H (-0.81, 1.27, -1.06)  0.305

Output
HOMO-LUMO gap: 9.15 eV
LUMO energy: 0.3 eV
highest occupied orbital energy: -8.9 eV
calculated total energy: -8335.9142 eV
relative energy (zero: lowest compared OMol25 entry of this formula, charge and spin): 4.547 eV